{"formula": "C17H20BrF2N2O10PS2", "method": "ωB97M-V/def2-TZVPD", "homo_ev": -8.90, "spin_multiplicity": 1, "relative_energy_kcal_mol": 0.0, "gap_ha": 0.227, "symbols": ["Br", "C", "F", "C", "C", "H", "P", "S", "H", "H", "C", "H", "C", "H", "O", "H", "C", "O", "H", "C", "C", "S", "N", "C", "O", "H", "C", "H", "C", "H", "H", "C", "H", "O", "C", "O", "O", "C", "C", "H", "N", "H", "H", "H", "O", "H", "O", "H", "C", "F", "H", "O", "O", "H", "C"], "xyz": [[6.3871, 1.7712, 1.9786], [0.1696, -1.7469, 1.7358], [0.5808, -5.3822, -3.5636], [-0.4806, 3.3926, -4.3517], [0.4196, 3.6668, -3.2389], [0.5901, -2.3100, 2.6115], [4.6942, 0.8911, 3.1725], [-0.8587, -5.8238, -3.0402], [0.5446, 4.6855, -2.7948], [0.3243, -2.3843, 0.8140], [1.1431, 3.0174, -0.4016], [-2.6498, 0.3515, 4.6425], [0.9693, -0.4407, 1.5441], [0.0256, -0.1005, -4.7533], [-1.2088, -6.8393, -3.9875], [-4.2070, -0.3530, 1.0183], [0.1280, 0.9201, -4.3222], [-0.5603, 0.6402, -0.0744], [3.2982, 1.8930, 4.5086], [3.0968, 0.8690, 2.1400], [0.6084, 0.6725, 0.6616], [-1.1051, -3.3023, -2.4030], [2.7120, 1.8864, 1.2661], [-1.3930, -1.5557, 1.9567], [4.2761, 1.9174, 4.4687], [-1.2357, 1.0599, 0.5039], [1.5196, 1.8273, 0.5630], [-3.8147, -0.8762, 3.9806], [-0.6292, 2.0447, -4.9102], [0.0642, 2.9103, -0.6760], [-1.8601, -2.5649, 1.7608], [1.1606, 2.5589, -2.6384], [2.5551, -1.1305, 2.9739], [-3.1726, 0.6757, 2.6626], [-1.6730, -1.2236, 3.4748], [0.1146, -2.7397, -2.9146], [3.5152, 2.9699, 1.0850], [0.9964, 1.2184, -3.1740], [2.2578, -0.3029, 2.2944], [-1.3314, 1.8760, -5.7659], [-1.7235, -4.5136, -3.1895], [-0.7703, -0.7714, 3.9636], [-1.0887, 4.2107, -4.8148], [-1.8579, -2.2105, 3.9913], [2.0264, 2.8592, -1.5451], [3.0813, 3.7140, 1.5497], [-0.5844, -6.2889, -1.7107], [1.3456, 4.0168, 0.0825], [-2.9025, -0.2677, 3.7337], [-2.1518, -2.1687, -2.8202], [1.5313, 0.3370, -2.7294], [-5.4224, 0.3947, 2.4403], [-1.2576, -3.2963, -0.9719], [-1.8623, -0.8618, 1.2221], [-4.3344, 0.2073, 1.9905]], "atomic_forces_ev_per_a": [[-0.907, 0.298, 0.306], [-0.489, 0.310, -0.611], [-0.061, 0.312, 0.055], [0.700, -1.376, 0.437], [-0.210, -1.941, -0.508], [-0.294, 0.554, -0.824], [0.021, -0.917, 1.234], [1.139, -2.668, -0.449], [-0.185, -0.977, -0.638], [-0.171, 0.685, 0.746], [1.149, -0.645, 0.955], [-0.484, -0.605, -0.931], [1.654, 1.020, 0.360], [0.203, 0.887, 0.685], [-0.736, 0.884, 0.120], [0.485, 0.612, 0.779], [-0.237, 3.219, 0.639], [0.828, 0.821, 1.201], [0.543, 0.282, 0.252], [-0.909, -0.471, -0.383], [2.023, -0.273, 1.479], [-0.109, 2.504, 0.574], [-2.551, -2.265, 0.142], [0.231, -1.122, 0.488], [-0.367, -0.487, -1.957], [0.103, -0.415, -0.570], [-1.151, -0.537, -0.247], [0.763, 0.741, -0.362], [1.435, -0.032, 1.793], [1.063, 0.180, 0.251], [0.549, 1.087, -0.070], [-1.310, -0.145, -2.778], [-0.053, 0.861, -0.604], [-0.878, -1.531, -0.729], [-0.205, 0.123, -0.366], [-0.086, -0.607, 0.060], [0.019, 0.363, 0.304], [-0.465, 0.228, -0.639], [-0.906, 1.920, -1.767], [0.831, 0.177, 0.957], [0.531, 0.056, 0.280], [-0.657, -0.297, -0.526], [0.776, -0.773, 0.605], [0.165, 1.155, -0.333], [-2.295, -0.340, -0.147], [0.266, -0.268, -0.139], [-0.374, 0.846, -0.044], [-0.300, -1.030, -0.435], [0.697, -0.351, 1.467], [-0.315, -0.513, -0.281], [-0.444, 1.131, -0.340], [0.622, -0.099, -0.236], [0.126, -0.504, -0.063], [0.611, -0.502, 0.763], [-0.382, 0.439, 0.046]]}